# 1
18
Properties=species:S:1:pos:R:3:forces:R:3 method="wB97M-V/def2-TZVPD" homo_ev="-10.4127 / -10.1956" lumo_ev="-3.48 / -3.56" e_tot_ha=-936.1013 de_lowest_ev=4.001 homo_lumo_gap_ev="6.94 / 6.64" mol_weight_g_mol=156.20
C -3.586463 1.720956 -0.227642 1.7727 -3.3725 -1.4746
C -2.848335 -1.693325 0.152905 -0.6867 -0.4765 0.0226
C -0.890781 0.236871 1.491660 -0.0406 -0.4910 1.8988
C 0.729436 -1.905059 -0.524680 -1.4065 3.6224 -0.9753
C 0.161995 1.212941 -1.190768 -1.7097 0.3819 3.8363
N -4.093648 2.653375 0.194650 -0.7707 1.5274 0.6914
N -3.310557 -2.344111 0.986278 0.1011 -0.1080 0.2579
Si -0.322401 -0.303390 -0.238645 -0.0172 0.2946 0.2374
P -2.280588 -0.867165 -1.255628 -1.0077 1.8320 0.1789
H -1.654392 1.045233 1.245651 0.9048 -0.9106 0.4411
H -1.483325 -0.641106 2.053510 1.5086 2.0773 -1.0906
H -0.061444 0.710308 2.217812 -1.8181 -1.2162 -1.7220
H 0.694260 -2.461744 -1.391857 -1.4495 -1.5451 -1.7789
H 1.719081 -1.655949 -0.643103 2.6779 1.2415 0.5885
H 0.579193 -2.370450 0.347871 -0.3419 -2.5598 3.0095
H -0.385377 2.096586 -0.761130 0.3072 -0.8334 -1.0342
H 1.161090 1.330935 -0.988902 2.7069 0.6343 0.7497
H 0.152528 1.011751 -2.172653 -0.7307 -0.0985 -3.8366


# 2
163
Properties=species:S:1:pos:R:3:forces:R:3 method="wB97M-V/def2-TZVPD" homo_ev=-9.6058 lumo_ev=-5.16 e_tot_ha=-6517.9860 de_lowest_ev=1.469 homo_lumo_gap_ev=4.45 charge=+1 mol_weight_g_mol=1200.85
C 6.280729 0.180146 -0.114880 -0.4630 -0.0871 0.2789
C 4.790520 -0.039482 0.224452 0.7642 0.7646 0.3425
N 3.905467 0.638596 -0.700349 -0.6612 0.1355 0.1278
C 3.694107 0.066263 -1.987707 0.2455 0.3743 -1.3041
C 3.094369 -1.379687 -2.002803 0.4680 0.4676 1.6515
C 1.829968 -1.395333 -1.147084 -0.4061 -0.3532 0.8868
C 1.644459 -2.659660 -0.255568 0.1158 0.4315 -1.4276
C 1.483389 -2.322814 1.195707 -0.4341 -1.5098 -0.7507
F 0.537733 -1.433014 1.405209 -0.6743 1.1514 0.1567
F 2.606935 -1.913723 1.735809 1.1896 0.9085 0.5575
F 1.125859 -3.424505 1.852046 -0.2547 -0.8194 0.5415
N 3.037375 -1.999069 -3.370368 -0.5286 -0.5202 -1.0065
I 1.211036 -3.183902 -3.589505 -0.3876 -0.0203 0.2911
C 4.015854 -3.153145 -3.550530 0.3855 -0.1069 0.4002
C 5.548717 -3.091654 -3.295087 2.1038 -0.9139 -0.2334
N 6.222708 -3.247572 -4.580391 -0.4224 0.0576 -0.2981
N 6.112116 -1.946755 -2.616442 -0.6491 0.0325 0.1166
N 5.954385 -4.299575 -2.494806 -1.0294 0.7943 -0.0699
C 2.965367 -0.962002 -4.516773 0.5202 1.0794 -0.5253
Br 4.771639 -0.344433 -5.033874 -0.1732 -0.1900 0.5151
C 2.378474 -1.570467 -5.811864 1.0840 0.8453 -0.9964
C 2.890814 -1.016947 -7.171698 -1.8284 -0.2337 -0.4214
C 1.846006 -1.505959 -8.198378 1.1445 -0.6306 0.7717
F 2.356204 -1.299291 -9.455108 -0.2335 0.3352 -0.4277
C 2.207869 0.284872 -3.954510 0.0931 -0.8040 -0.1812
P 1.743083 1.724726 -5.057348 -0.4663 0.8748 0.2123
C 0.542132 1.176076 -6.361987 0.2468 0.2890 0.5700
O 3.069222 2.198139 -5.956419 -0.5803 -0.6134 -0.0995
N 2.785582 0.884484 -2.758072 -0.3116 0.0560 -0.4579
B 3.000465 2.353651 -2.679711 -0.0050 1.1188 0.1134
C 4.327205 3.099526 -3.127721 -0.1707 -0.6076 -0.1734
O 2.006093 3.144135 -2.118952 0.5279 -0.8229 0.8386
H 6.844767 -0.729222 0.042961 0.2563 -0.2185 -0.2038
H 6.695388 0.914347 0.566776 0.0955 0.2085 -0.0017
H 6.394862 0.559818 -1.121639 0.1616 -0.1327 -0.2471
H 4.660956 0.463747 1.173785 -0.3720 -0.0556 0.2783
H 4.564225 -1.088291 0.429552 -0.1121 -0.1851 -0.3437
H 3.066692 1.018536 -0.278735 -0.0388 -0.1922 0.0426
H 4.672228 0.108282 -2.459106 0.2037 -0.8106 -0.0026
H 3.795443 -1.978349 -1.437350 0.3735 -0.2774 -0.1887
H 0.913311 -1.130276 -1.660481 -0.0733 -0.1422 -0.3694
H 1.880908 -0.614709 -0.399288 0.5269 0.5821 -0.2595
H 2.505391 -3.316024 -0.358407 0.0739 -0.1643 0.1764
H 0.782815 -3.214249 -0.598559 -0.2830 -0.2371 0.2517
H 3.865021 -3.616659 -4.518031 -0.0897 0.3726 -0.3985
H 3.648546 -3.905787 -2.869763 -0.1645 0.0768 0.4617
H 5.859462 -4.063199 -5.070379 -0.0971 0.1385 -0.1031
H 7.203775 -3.444169 -4.411706 -0.0103 0.0588 0.1651
H 6.801754 -1.519426 -3.219798 -0.0532 0.1516 0.0742
H 6.562417 -2.245396 -1.762678 0.1579 0.0249 -0.0221
H 5.533835 -4.210219 -1.567980 0.0756 -0.3506 0.0213
H 5.518848 -5.097345 -2.954336 0.1889 -0.2292 0.2732
H 1.308258 -1.439540 -5.882703 -0.3572 -0.2293 0.5958
H 2.666097 -2.607018 -5.935068 -0.2814 -0.4343 0.5985
H 2.885795 0.063289 -7.241791 0.6546 0.1368 0.1930
H 3.798005 -1.500484 -7.497945 0.5809 0.3620 0.2350
H 0.876570 -1.041214 -8.064613 -0.2053 0.1721 -0.2812
H 1.765268 -2.587136 -8.073326 -0.3910 -0.1583 -0.0723
H 1.212983 -0.101348 -3.659164 -0.2249 -0.0557 -0.4543
H -0.136849 2.017116 -6.450741 -0.1799 0.1559 -0.0121
H 1.009676 1.058227 -7.331246 0.0988 -0.3593 -0.1083
H -0.064272 0.332070 -6.049402 0.0086 -0.2475 -0.1210
H 2.734987 2.962027 -6.453751 0.4467 0.0494 0.0866
H 4.962517 3.365827 -2.283696 0.0745 0.0050 0.0966
H 4.063869 4.009953 -3.654840 -0.1172 0.3130 0.0678
H 4.898320 2.513106 -3.840603 0.3061 -0.1779 0.0664
H 2.451803 3.668018 -1.432819 -0.4270 0.4941 -0.3635
C 4.336601 -8.765477 -9.365528 -0.1349 0.0840 -0.0110
O 3.110861 -8.738165 -8.652960 0.2857 -0.0172 0.0231
C 3.024351 -9.710586 -7.616755 -0.3898 -0.0025 0.0062
C 3.009447 -9.040023 -6.259038 0.1897 0.0902 -0.0677
N 4.308475 -8.450652 -5.948369 -0.2205 0.1554 0.0552
C 4.305487 -7.582615 -4.779396 0.2496 -0.0497 -0.2144
C 3.468660 -6.307231 -4.849030 0.0510 -0.0565 0.3085
O 3.946308 -5.341985 -5.778976 -0.1913 -0.0418 0.0144
C 3.492657 -5.505179 -7.120323 0.1617 0.1903 -0.0805
H 4.245533 -8.079935 -10.206330 -0.0610 0.0009 0.0179
H 5.173545 -8.436212 -8.739745 0.0799 -0.1116 -0.0326
H 4.545092 -9.765532 -9.753274 0.0629 -0.0019 0.0204
H 3.828120 -10.447832 -7.686619 0.0937 0.0958 0.0104
H 2.076923 -10.239091 -7.751693 0.0218 -0.0275 0.0021
H 2.760291 -9.780460 -5.494013 0.0150 0.0222 0.0252
H 2.212149 -8.284235 -6.275996 -0.1373 -0.1168 0.0015
H 4.620222 -7.910551 -6.745588 0.0670 -0.1031 -0.0378
H 5.344758 -7.289297 -4.600312 -0.0165 0.0337 0.0786
H 3.988642 -8.164318 -3.908328 -0.0707 0.0212 -0.0105
H 3.537352 -5.822761 -3.868528 -0.0431 -0.0633 0.0063
H 2.404673 -6.510052 -5.011466 0.0232 -0.0150 -0.1695
H 2.493909 -5.943109 -7.163476 0.0316 -0.0920 0.0425
H 4.190818 -6.112183 -7.697077 -0.1139 -0.0909 -0.0545
H 3.460295 -4.517268 -7.583408 0.0206 0.0216 0.0546
C 1.214854 6.854913 2.634333 -0.0182 -0.0608 0.1714
O 0.677391 5.802392 3.411783 0.1432 0.1066 -0.2628
C 0.172216 4.712474 2.642632 -0.2637 -0.0898 0.2839
C 1.023638 3.478051 2.844858 0.1701 0.1573 -0.0757
N 2.339660 3.631271 2.228219 -0.0397 -0.1224 0.0170
C 3.292587 2.586610 2.590726 0.0509 0.2278 -0.2035
C 3.726437 2.483234 4.051153 0.1929 -0.2993 -0.0304
O 4.495158 3.579301 4.500900 -0.1874 0.0148 0.0221
C 3.751258 4.688680 4.980410 0.2576 0.0715 -0.0013
H 1.448674 7.678199 3.307487 -0.0181 -0.0341 0.0353
H 2.138214 6.551063 2.127876 -0.0328 0.0556 -0.1207
H 0.492201 7.206498 1.892266 0.0421 0.0031 -0.0527
H 0.089735 4.970751 1.582222 0.1668 0.0482 -0.0073
H -0.831244 4.498699 3.011092 -0.0036 -0.0323 -0.0378
H 0.516194 2.617860 2.398800 0.0063 -0.0196 0.0332
H 1.101471 3.305984 3.925899 -0.1573 -0.0662 0.0156
H 2.727935 4.523905 2.505514 -0.0210 0.0230 -0.0182
H 4.190871 2.762496 1.989470 0.0586 -0.0693 0.0631
H 2.883548 1.618677 2.273238 -0.0664 -0.0097 0.1000
H 4.383283 1.610957 4.130164 0.0012 0.0132 0.0072
H 2.885401 2.291220 4.726914 -0.0748 0.1371 -0.0309
H 2.807915 4.384165 5.439196 -0.0472 -0.0162 -0.0763
H 3.560453 5.409778 4.181535 -0.1664 0.0175 0.0374
H 4.355729 5.191285 5.735303 0.0277 -0.0592 0.0017
C -5.314553 2.688210 7.538316 0.1292 -0.1201 0.0550
O -4.927812 1.409297 7.057402 -0.0977 0.2284 -0.0549
C -5.865109 0.835064 6.156271 0.1171 -0.3814 0.0649
C -5.287849 0.759054 4.758035 0.0533 0.2448 0.0315
N -5.156451 2.087957 4.170909 0.1126 -0.1501 -0.0452
C -4.387022 2.121893 2.930902 -0.1045 0.2086 0.1459
C -2.909289 1.743980 3.001054 0.0251 0.0111 -0.3663
O -2.110268 2.661164 3.727787 -0.0719 -0.2619 0.1279
C -2.058565 2.440561 5.129675 0.1435 0.2650 -0.0396
H -4.606427 2.981992 8.311824 0.0462 -0.0712 -0.0277
H -5.282065 3.438291 6.739602 -0.1019 0.0602 0.0408
H -6.315547 2.660226 7.971712 -0.0233 0.0976 -0.0385
H -6.814860 1.378045 6.162793 0.0587 0.1148 -0.0221
H -6.062390 -0.182787 6.506270 -0.0389 0.0079 -0.0148
H -5.947531 0.154007 4.128670 0.0158 0.0107 -0.0286
H -4.319180 0.246430 4.829723 -0.0625 -0.1566 0.0295
H -4.704392 2.696623 4.841207 -0.0648 0.0162 0.0281
H -4.448076 3.143951 2.548052 0.0457 -0.0238 -0.0654
H -4.881381 1.480074 2.194420 0.0264 -0.0571 0.0268
H -2.523955 1.765961 1.976393 0.0109 0.0244 0.0104
H -2.751892 0.721309 3.363042 -0.0441 0.0356 0.1579
H -2.149023 1.382210 5.383456 -0.0905 -0.0067 -0.0155
H -2.829885 3.014995 5.647105 -0.0527 -0.1371 0.0969
H -1.092348 2.801051 5.486373 0.0147 -0.0059 -0.0591
C -13.421220 3.829374 8.854034 0.0720 -0.1404 -0.0257
O -13.006246 3.049705 7.747196 -0.0509 0.2369 0.1198
C -13.077385 3.733631 6.500854 0.0169 -0.3075 -0.2416
C -11.690824 3.980299 5.942760 0.0605 0.0887 0.2502
N -10.972832 4.975001 6.731083 0.0649 -0.1459 -0.0997
C -9.553815 5.087897 6.403371 -0.1396 0.1239 0.2006
C -8.661897 3.879126 6.674018 0.2758 0.1854 -0.1429
O -8.498051 3.574182 8.049975 -0.2151 -0.1523 -0.1614
C -9.505588 2.742423 8.603375 0.1805 0.0899 0.2484
H -13.450327 3.177187 9.725473 0.0151 -0.0426 -0.0414
H -12.719634 4.645512 9.056929 -0.0989 0.0936 0.0087
H -14.421443 4.241377 8.693775 0.0133 0.0605 0.0181
H -13.641567 4.666474 6.585153 0.0806 0.0464 0.0997
H -13.617613 3.080139 5.809694 -0.0197 0.0280 -0.0043
H -11.777911 4.336593 4.912119 0.0315 0.0049 -0.0029
H -11.166141 3.015564 5.927625 -0.0922 -0.0714 -0.1385
H -11.053692 4.735005 7.710680 -0.0469 0.0349 0.0043
H -9.160275 5.924769 6.985777 0.0701 -0.0122 -0.0352
H -9.459671 5.366443 5.349090 -0.0073 -0.0654 -0.0210
H -7.662470 4.130563 6.307159 -0.0028 -0.0098 0.0064
H -8.975232 2.989880 6.114276 -0.1305 -0.0235 0.0857
H -9.912207 2.043335 7.868955 -0.0556 0.0621 -0.0439
H -10.312355 3.337548 9.037521 -0.1279 -0.0954 -0.0777
H -9.054030 2.168768 9.413930 0.0492 0.0079 -0.0330